Density functional theory data (ωB97M-V with the def2-TZVPD basis set) for 14 unconnected molecules or ions with the total composition CH27O16 at a distorted geometry.

```
44
Properties=species:S:1:pos:R:3:forces:R:3
C 0.064659 0.086045 0.328136 -0.5737 2.8316 5.7789
O 0.489659 1.052045 1.050136 1.0381 -0.9100 -0.6768
O 0.781659 -0.269955 -0.658864 4.4362 -1.6067 -3.7444
O -0.924341 -0.561955 0.689136 -0.9383 -1.7417 -1.3455
H 1.786659 0.003045 -0.530864 -3.0516 -0.3134 -0.1427
O 3.583659 0.167045 0.008136 -2.6324 2.1666 1.9343
H 4.171659 -0.477955 -0.217864 2.8555 -2.6177 -0.5214
H 3.923659 0.774045 0.686136 -0.1459 -0.2608 -0.3925
O -2.145341 -2.547955 -1.034864 0.7605 0.6156 0.6212
H -1.542341 -2.135955 -0.368864 -0.5887 0.6929 -0.0680
H -1.975341 -3.465955 -0.860864 -0.1838 -0.8739 -0.2763
O -2.652341 0.949045 -1.027864 4.2998 -0.7244 2.3425
H -3.424341 1.129045 -1.439864 -3.6643 0.4529 -2.2586
H -2.092341 0.285045 -1.511864 -1.4770 1.0344 0.1845
O -1.827341 2.063045 1.236136 -0.1548 7.5744 3.6780
H -2.150341 1.654045 0.556136 -2.8606 -3.7092 -6.3131
H -1.442341 1.465045 1.771136 1.8900 -2.3835 2.6450
O -1.832341 -0.411955 -2.918864 2.7205 -2.2084 -0.1249
H -0.868341 -0.617955 -3.088864 -1.0748 0.9990 -0.5489
H -1.888341 -1.198955 -2.326864 -1.1639 -0.1768 -0.2533
O 1.843659 0.636045 3.396136 -2.2529 3.8134 -1.3285
H 1.193659 0.674045 2.590136 0.9884 1.6188 1.0136
H 1.937659 -0.235955 3.247136 1.3857 -5.3258 0.1826
O -1.387341 0.391045 3.337136 3.9780 -1.0247 2.7926
H -0.457341 0.213045 3.843136 -3.3745 0.9640 -0.6649
H -0.934341 0.171045 2.525136 -0.6067 -0.5880 -1.4625
O 3.145659 0.864045 -2.391864 -0.0678 -0.5541 -0.3964
H 3.162659 0.418045 -1.476864 0.0702 2.7581 -2.1763
H 2.983659 1.838045 -2.456864 0.0580 -1.5259 1.3005
O 2.015659 2.901045 -0.249864 -0.3581 0.9725 -1.4090
H 1.710659 2.063045 0.114136 -0.6773 -0.0291 0.5690
H 1.242659 3.181045 -0.813864 0.9698 -0.5880 0.9069
O 1.169659 -2.423955 1.772136 2.9177 -4.7241 6.1305
H 2.140659 -2.439955 1.972136 -1.5794 0.3669 -0.8914
H 0.940659 -1.906955 1.114136 -1.3051 4.2584 -5.1018
O -4.411341 -0.001955 0.889136 -2.1282 2.3437 1.4825
H -3.875341 -0.696955 0.597136 1.8708 -1.0287 -0.2752
H -3.956341 0.654045 1.476136 0.1036 -1.3307 -1.0196
O -0.374341 2.102045 -2.063864 0.7761 0.8916 -0.4649
H -1.230341 1.857045 -1.745864 -1.5978 0.6147 0.7518
H -0.066341 1.223045 -2.209864 1.2327 -0.8000 -0.3955
O 1.332659 -3.064955 -1.586864 -1.4424 -0.4350 1.6254
H 0.723659 -2.442955 -1.096864 1.0463 -0.4374 -0.9606
H 1.113659 -3.911955 -1.119864 0.5019 0.9482 -0.7269
```
Forces are in eV/Å.

Values from the calculation:
Relative energy (zero: lowest compared OMol25 entry of this formula, charge and spin) ... 3.918 eV
Total charge ... -1
F_max ... 8.4 eV/Å
E ... -34235.8412 eV
Spin multiplicity ... 1

Density functional theory data (ωB97M-V with the def2-TZVPD basis set) for CH2BNO2 in the gas phase at a distorted geometry.

```
7
Properties=species:S:1:pos:R:3:forces:R:3
B 0.010637 -0.022267 0.091971 -0.4909 1.6281 -0.8964
C 0.813531 -1.336954 -0.039668 -0.7469 0.7607 0.2475
N 1.425418 -2.292135 -0.138013 0.6505 -1.0264 -0.1267
O -1.224142 0.095070 -0.488930 -0.8465 0.0569 -0.9044
O 0.630919 1.043229 0.675895 2.5228 -3.3988 -0.5561
H -1.686925 0.832483 -0.983113 1.4124 -1.1777 1.4068
H 0.030562 1.680573 0.881857 -2.5012 3.1572 0.8293
```
Forces are in eV/Å.

Values from the calculation:
Relative energy (zero: lowest compared OMol25 entry of this formula, charge and spin) ... 0.026 eV
F_max ... 4.3 eV/Å
E ... -7332.9966 eV
Spin multiplicity ... 1

Density functional theory data (ωB97M-V with the def2-TZVPD basis set) for CH2Br2O3 in the gas phase at a distorted geometry.

```
8
Properties=species:S:1:pos:R:3:forces:R:3
C -0.194840 0.174923 0.109608 1.2909 1.9371 -0.6583
O -0.178042 -0.227828 1.379825 0.0683 -0.3093 0.3660
O -0.532664 -0.812986 -0.725418 -0.0536 -0.8428 -0.2031
O 1.056294 0.863486 -0.228532 -1.5362 -0.6543 0.3114
Br -1.411579 1.762769 -0.135204 -0.0096 -0.1797 0.0289
Br 2.507010 -0.228068 -0.246826 0.2062 -0.2762 0.0706
H -0.786287 -0.970021 1.502692 0.0351 0.0522 -0.1030
H -0.459895 -0.562278 -1.656148 -0.0011 0.2732 0.1877
```
Forces are in eV/Å.

Values from the calculation:
Relative energy (zero: lowest compared OMol25 entry of this formula, charge and spin) ... 1.804 eV
F_max ... 2.4 eV/Å
E ... -147295.3757 eV
Spin multiplicity ... 1

Density functional theory data (ωB97M-V with the def2-TZVPD basis set) for 2 unconnected molecules or ions with the total composition CH2Br2S at a distorted geometry.

```
6
Properties=species:S:1:pos:R:3:forces:R:3
C 1.181568 -0.362303 0.128307 -2.8484 1.2268 -0.2026
S -1.130396 1.722093 -0.016436 1.5769 -0.0320 0.0132
Br 0.154894 -1.865490 -0.244124 0.5621 0.5161 0.3362
Br -2.626584 0.245617 0.016495 -0.6133 -0.7623 -0.0714
H 1.829691 -0.109902 -0.738829 -0.3784 0.1710 1.0120
H 0.590826 0.369985 0.854586 1.7010 -1.1196 -1.0873
```
Forces are in eV/Å.

Values from the calculation:
Relative energy (zero: lowest compared OMol25 entry of this formula, charge and spin) ... 3.206 eV
F_max ... 3.1 eV/Å
E ... -151985.7900 eV
Spin multiplicity ... 1

Density functional theory data (ωB97M-V with the def2-TZVPD basis set) for 2 unconnected molecules or ions with the total composition CH2BrClS at a distorted geometry.

```
6
Properties=species:S:1:pos:R:3:forces:R:3
C -1.151432 0.400726 0.073893 4.2644 1.1568 -1.2469
S 1.236330 -1.762881 -0.083343 -1.5941 -0.4678 0.1440
Cl 2.594960 -0.363713 -0.171116 0.3978 0.8472 -0.0250
Br 0.208178 1.544711 -0.095442 0.0369 0.9817 -0.3370
H -1.358808 0.221414 1.015534 -1.5368 -1.1053 4.3270
H -1.529228 -0.040255 -0.739524 -1.5681 -1.4125 -2.8621
```
Forces are in eV/Å.

Values from the calculation:
Relative energy (zero: lowest compared OMol25 entry of this formula, charge and spin) ... 3.244 eV
F_max ... 4.7 eV/Å
E ... -94465.5998 eV
Spin multiplicity ... 1

Density functional theory data (ωB97M-V with the def2-TZVPD basis set) for 3 unconnected molecules or ions with the total composition CH2BrFO at a distorted geometry.

```
6
Properties=species:S:1:pos:R:3:forces:R:3
C 0.836125 0.043587 -0.556934 -0.2146 1.1406 -2.1077
O -0.055990 0.802508 -0.487388 0.7305 -1.5754 0.1797
F 0.765205 1.726483 1.474799 0.7518 5.2090 5.3207
Br 1.794980 -0.058470 -2.424375 -0.3313 -0.1514 1.0883
H 1.380596 -0.651710 0.093067 -0.4399 0.2451 0.1919
H 0.871673 2.677006 2.396182 -0.4966 -4.8680 -4.6729
```
Forces are in eV/Å.

Values from the calculation:
Relative energy (zero: lowest compared OMol25 entry of this formula, charge and spin) ... 2.776 eV
F_max ... 7.5 eV/Å
E ... -75874.0178 eV
Spin multiplicity ... 1

Density functional theory data (ωB97M-V with the def2-TZVPD basis set) for a gas-phase ion, CH2BrN2O3 (charge +1) at a distorted geometry.

```
9
Properties=species:S:1:pos:R:3:forces:R:3
C 0.626723 -0.115677 -0.375718 1.0879 2.1626 0.3126
N 1.135449 1.053426 0.028484 0.1911 -3.4467 0.9297
N -1.132493 0.144787 -0.067214 0.7395 -3.7504 -2.5426
O 1.416814 1.900106 0.759831 0.9815 3.5226 2.8142
O 1.066090 0.893055 -1.318961 -1.0722 -1.2408 -3.2067
O -1.374546 -0.413474 1.091501 1.1451 2.3047 -0.0157
Br 1.489011 -1.838354 -0.301128 -1.4800 1.1663 -0.0679
H -1.550240 -0.317105 -0.986192 -0.1904 0.7880 2.4372
H -1.676809 -1.306768 1.169400 -1.4025 -1.5063 -0.6608
```
Forces are in eV/Å.

Values from the calculation:
Relative energy (zero: lowest compared OMol25 entry of this formula, charge and spin) ... 2.465 eV
Total charge ... +1
F_max ... 4.6 eV/Å
E ... -80215.3548 eV
Spin multiplicity ... 3

Density functional theory data (ωB97M-V with the def2-TZVPD basis set) for a molecular structure, CH2Cl3Hg at a distorted geometry.

```
7
Properties=species:S:1:pos:R:3:forces:R:3
Hg -2.094599 1.542203 3.108944 0.5157 0.1942 -2.0806
Cl -1.567333 1.797877 0.732636 -0.4942 -0.1825 2.1018
C 0.636078 -0.582886 -0.778591 -0.4073 0.5058 0.0261
Cl 1.698104 -0.850233 0.610560 -0.0850 0.1871 0.1164
Cl 1.012397 -1.665008 -2.094933 -0.1158 -0.1030 -0.1493
H -0.395744 -0.687552 -0.453260 0.0736 -0.5434 -0.0187
H 0.711098 0.445599 -1.125354 0.5130 -0.0582 0.0043
```
Forces are in eV/Å.

Values from the calculation:
Relative energy (zero: lowest compared OMol25 entry of this formula, charge and spin) ... 0.938 eV
Total charge ... +1
F_max ... 2.2 eV/Å
E ... -42801.5532 eV
Spin multiplicity ... 1